Record 1
Molecular formula: CH8N4O
Method: DFT, ωB97M-V/def2-TZVPD

Structure (XYZ):
```
14
Properties=species:S:1:pos:R:3:mulliken_charge:R:1
N -1.856 -0.437 -0.319 -0.62
O -1.204 0.230 -1.468 -0.50
H -1.881 0.857 -1.774 0.32
H -2.187 -1.316 -0.725 0.20
H -1.213 0.094 0.689 0.47
N 0.422 1.578 0.809 -0.54
N 1.669 -0.733 -0.080 -0.42
C 0.700 -0.722 0.858 0.10
N 0.034 0.329 1.293 -0.43
H 0.179 1.638 -0.182 0.28
H 1.418 1.732 0.938 0.27
H 1.702 0.067 -0.697 0.23
H 1.860 -1.616 -0.530 0.27
H 0.355 -1.701 1.187 0.37
```

relative energy (zero: lowest compared OMol25 entry of this formula, charge and spin): 345.9 kJ/mol
charge: 0
LUMO level: 0.69 eV
HOMO: -7.67 eV


Record 2
Molecular formula: C3H5NaO3
Method: DFT, ωB97M-V/def2-TZVPD

Structure (XYZ):
```
12
Properties=species:S:1:pos:R:3:mulliken_charge:R:1
Na -1.896 -0.629 2.114 0.99
O -2.218 -1.025 -0.101 -0.85
O -0.724 0.413 -1.019 -0.33
C 0.649 0.710 -0.820 -0.41
C 0.899 0.400 0.662 -0.28
O 0.018 -0.644 0.970 -0.71
C -1.016 -0.816 -0.432 0.28
H 1.266 0.056 -1.460 0.27
H 0.820 1.760 -1.085 0.29
H 0.695 1.301 1.271 0.23
H 1.954 0.112 0.815 0.23
H -0.448 -1.640 -0.914 0.29
```

relative energy (zero: lowest compared OMol25 entry of this formula, charge and spin): 0.0 kJ/mol
charge: 0
LUMO level: -0.69 eV
HOMO: -8.74 eV


Record 3
Molecular formula: C4H11N3O2
Method: DFT, ωB97M-V/def2-TZVPD

Structure (XYZ):
```
20
Properties=species:S:1:pos:R:3:mulliken_charge:R:1
H -0.161 -3.364 1.604 0.21
N -0.486 -2.430 1.819 -0.67
C -1.560 -1.925 1.406 0.48
N -2.671 -2.543 0.891 -0.40
N -1.842 -0.560 1.763 -0.47
C -1.471 0.435 0.728 -0.67
H -3.437 -1.937 0.640 0.23
H -2.889 -3.464 1.221 0.23
H -1.289 -0.455 2.598 0.28
H -1.433 0.001 -0.271 0.31
H -0.502 0.839 0.961 0.19
H -2.319 1.120 0.763 0.31
C 1.831 1.438 -0.257 -0.48
C 1.939 1.558 -1.728 0.55
O 1.767 0.881 -2.684 -0.48
O 2.667 2.797 -1.954 -0.47
H 2.575 0.886 0.323 0.33
H 0.971 0.806 -0.001 -0.14
H 1.636 2.389 0.218 0.34
H 2.130 3.237 -2.628 0.31
```

SMILES: [H]/N=C(\N)NC.CC(=O)O
relative energy (zero: lowest compared OMol25 entry of this formula, charge and spin): 217.9 kJ/mol
charge: 0
LUMO level: 0.70 eV
HOMO: -9.13 eV


Record 4
Molecular formula: C6H10
Method: DFT, ωB97M-V/def2-TZVPD

Structure (XYZ):
```
16
Properties=species:S:1:pos:R:3:mulliken_charge:R:1
C -1.174 0.494 0.676 -0.63
C -0.512 -0.847 1.001 -0.61
C 0.779 -0.869 0.205 -0.20
C 1.667 0.284 -0.213 -0.79
C 0.487 -0.097 -1.051 -0.04
C -0.728 0.796 -0.779 -0.81
H -0.840 1.271 1.373 0.27
H -2.265 0.437 0.764 0.33
H -1.107 -1.638 0.520 0.24
H -0.453 -1.086 2.066 0.37
H 1.279 -1.832 0.139 0.36
H 1.650 1.276 0.235 0.21
H 2.657 -0.022 -0.546 0.27
H 0.552 -0.607 -2.005 0.38
H -0.462 1.854 -0.895 0.30
H -1.531 0.589 -1.491 0.34
```

SMILES: C1C[C@@H]2C[C@@H]2C1
relative energy (zero: lowest compared OMol25 entry of this formula, charge and spin): 63.7 kJ/mol
charge: 0
LUMO level: 1.22 eV
HOMO: -9.69 eV


Record 5
Molecular formula: C3H6FNO2
Method: DFT, ωB97M-V/def2-TZVPD

Structure (XYZ):
```
13
Properties=species:S:1:pos:R:3:mulliken_charge:R:1
N 1.990 -0.399 -0.249 -0.64
C 0.863 0.059 0.495 -0.45
C -0.253 0.466 -0.429 0.30
F -0.511 1.826 -0.257 -0.36
C -1.581 -0.416 -0.150 0.41
O -1.498 -1.621 -0.235 -0.53
O -2.708 0.214 0.191 -0.45
H 1.866 -1.404 -0.580 0.24
H 2.903 -0.375 0.320 0.24
H 0.307 -0.689 1.138 0.24
H 1.150 0.888 1.077 0.41
H -0.002 0.326 -1.498 0.26
H -2.525 1.126 0.177 0.33
```

SMILES: NC[C@H](F)C(=O)O
relative energy (zero: lowest compared OMol25 entry of this formula, charge and spin): 75.7 kJ/mol
charge: 0
LUMO level: 0.78 eV
HOMO: -9.81 eV


Record 6
Molecular formula: C5H10N5
Method: DFT, ωB97M-V/def2-TZVPD

Structure (XYZ):
```
20
Properties=species:S:1:pos:R:3:mulliken_charge:R:1
C -2.460 -1.940 0.053 -0.01
C -0.944 -0.261 -0.011 0.75
C 0.116 0.570 0.074 -0.71
C -2.672 1.593 -0.173 -0.69
C 2.339 -0.527 -0.257 -0.27
N -1.127 -1.636 -0.019 -0.06
N -3.132 -0.774 0.018 -0.68
N 1.518 0.383 0.240 -0.24
N -2.175 0.252 -0.092 0.54
N 3.527 -0.991 0.242 -0.38
H -2.897 -2.967 -0.044 0.37
H -0.216 1.644 0.100 0.11
H -3.614 1.413 0.287 0.34
H -1.907 2.178 0.313 0.34
H -2.853 1.876 -1.240 0.28
H 1.879 -0.886 -1.180 0.44
H 1.982 0.940 1.050 0.24
H 3.989 -1.668 -0.262 0.19
H -0.325 -2.223 -0.033 0.24
H 3.948 -0.523 1.023 0.19
```

relative energy (zero: lowest compared OMol25 entry of this formula, charge and spin): 0.0 kJ/mol
charge: +1
LUMO level (alpha / beta): -2.66 / -5.75 eV
HOMO (alpha / beta): -8.57 / -13.53 eV
multiplicity: 3


no.,molar mass (Da),E_tot (Ha)
1,92.1,-336.990693
2,112.1,-505.335422
3,133.2,-473.719764
4,82.1,-234.578233
5,107.1,-423.003398
6,140.2,-469.904443